1.
The following is a DFT calculation (ωB97M-V with the def2-TZVPD basis set) of a 2-piece molecular cluster, H4NPSi overall.

```
7
Properties=species:S:1:pos:R:3:forces:R:3
N -1.0869 -1.6416 -0.6612 1.8 -0.1 1.2
Si -0.0142 0.7832 0.2045 2.2 -0.9 1.0
P -2.3081 -1.6017 -1.5021 -2.7 0.8 -1.8
H 0.4963 1.0395 -1.1515 -0.2 0.0 0.1
H -1.1771 1.4258 0.7231 -0.7 0.3 0.2
H 0.8346 -0.1677 1.1455 -1.1 1.1 -1.1
H -2.7472 -0.0898 -1.7610 0.7 -1.2 0.4
```
Positions in Å, forces in eV/Å.

⟨S²⟩	2.021
orbital gap (alpha / beta)	5.520 / 9.091	eV
2S+1	3
E_HOMO (alpha / beta)	-6.243 / -11.415	eV



2.
The following is a DFT calculation (ωB97M-V with the def2-TZVPD basis set) of a 2-piece molecular cluster, H4NS overall.

```
6
Properties=species:S:1:pos:R:3:forces:R:3
N -0.4616 -0.1478 1.2911 0.6 0.0 -0.5
H 0.2544 0.2325 0.6448 -0.5 0.1 0.5
H -0.8675 -0.8221 0.6456 -0.3 0.0 0.2
H -1.1588 0.5845 1.4050 0.1 -0.1 -0.2
S 0.5348 0.3075 -2.2236 -0.2 0.1 0.0
H 1.6986 -0.1545 -1.7629 0.2 -0.1 0.1
```
Positions in Å, forces in eV/Å.

orbital gap	7.479	eV
2S+1	1
charge	-1
E_HOMO	-2.596	eV



Energy above the lowest of the compared OMol25 structures with the same formula, charge and spin / kcal per mole: 44.91; 1.21
Strongest force on any atom / Eh/bohr: 0.0647; 0.0152